No. 1
Molecular formula: C58H36N6O8Pb
Method: DFT, ωB97M-V/def2-TZVPD

```
109
Properties=species:S:1:pos:R:3:forces:R:3:lowdin_charge:R:1
Pb -0.1334 0.1594 0.0387 -0.34 -0.17 0.61 1.53
C -6.6778 2.4731 -3.9580 0.01 0.00 0.00 -0.08
C -5.6426 2.2056 -4.8411 -0.01 0.00 0.00 -0.07
C -4.3957 1.8321 -4.3600 0.05 0.02 0.00 -0.04
C -4.1730 1.7316 -2.9907 -0.08 0.01 0.02 -0.21
C -5.2126 2.0169 -2.1073 0.00 -0.04 -0.02 -0.03
C -6.4607 2.3763 -2.5897 0.00 0.01 0.00 -0.07
C -2.8458 1.3308 -2.4471 0.05 0.04 -0.03 -0.02
C -2.1550 2.3666 -1.6900 0.05 0.04 -0.02 -0.22
C -2.5896 3.7333 -1.6409 -0.02 0.01 0.02 0.00
C -1.6748 4.4008 -0.8829 -0.01 -0.01 0.02 0.01
C -0.6867 3.4374 -0.4994 0.01 0.04 0.12 -0.25
N -1.0128 2.2106 -1.0184 0.02 -0.03 -0.24 0.03
C 0.4558 3.7098 0.2568 -0.04 0.01 -0.05 -0.03
C 1.5845 2.8723 0.4248 0.01 -0.03 0.02 -0.25
C 2.7825 3.2181 1.1113 -0.09 0.03 0.02 0.01
C 3.6698 2.1998 0.8852 0.01 -0.11 0.02 0.00
C 2.9896 1.2422 0.0827 0.03 -0.03 0.05 -0.23
C 3.5915 0.0730 -0.5088 -0.02 0.05 0.00 -0.01
C 5.0659 -0.0491 -0.3883 0.04 0.01 0.01 -0.20
C 5.9099 0.9498 -0.8715 -0.01 -0.01 -0.02 -0.03
C 7.2844 0.8135 -0.7666 0.00 0.00 0.01 -0.07
C 7.8296 -0.3102 -0.1592 -0.01 0.00 0.00 -0.08
C 6.9955 -1.3028 0.3334 0.01 0.01 0.00 -0.07
C 5.6195 -1.1775 0.2125 -0.02 -0.01 0.01 -0.03
C 2.9370 -0.9053 -1.2130 0.03 -0.02 0.04 -0.22
N 1.5530 -1.0628 -1.2611 -0.07 -0.03 -0.10 0.05
C 1.3109 -2.0941 -2.0290 0.03 0.09 -0.05 -0.18
C -0.0858 -2.6780 -2.2249 -0.06 0.01 0.03 -0.23
C 0.0614 -3.9146 -3.0957 -0.04 -0.03 0.05 -0.18
C 0.0371 -3.7863 -4.4768 0.02 0.00 -0.02 -0.04
C 0.2987 -4.8821 -5.2894 -0.02 0.04 0.00 -0.06
C 0.5948 -6.1117 -4.7249 0.01 -0.03 0.04 -0.08
C 0.6440 -6.2369 -3.3422 0.00 -0.02 -0.04 -0.06
C 0.3876 -5.1430 -2.5335 -0.06 0.03 0.01 -0.02
C -1.1478 -1.7006 -2.7181 -0.05 0.02 0.10 -0.20
C -2.3059 -2.0316 -3.5249 -0.07 0.03 -0.08 0.00
C -3.0895 -0.9322 -3.5183 0.00 -0.05 -0.01 0.02
C -2.4041 0.0712 -2.7232 -0.03 0.03 0.06 -0.21
N -1.2058 -0.4873 -2.2491 0.26 0.04 -0.30 0.07
C 2.5255 -2.6506 -2.5672 0.02 -0.03 0.01 0.02
C 3.5401 -1.9168 -2.0425 -0.01 0.02 0.01 0.02
N 1.7253 1.6453 -0.1637 -0.01 0.07 -0.18 0.02
C 0.4969 5.0365 0.9236 0.00 0.00 0.01 -0.20
C 1.4398 5.9999 0.5770 -0.01 0.00 -0.01 -0.04
C 1.4433 7.2303 1.2164 0.00 0.01 0.00 -0.07
C 0.5189 7.4984 2.2166 0.00 -0.01 0.00 -0.08
C -0.4187 6.5377 2.5693 0.01 0.01 -0.01 -0.07
C -0.4384 5.3136 1.9183 -0.01 -0.01 0.00 -0.02
H -7.6509 2.7606 -4.3340 0.00 0.00 0.00 0.10
H -5.8029 2.2876 -5.9082 0.00 0.00 0.00 0.10
H -3.5821 1.6347 -5.0472 0.00 -0.02 0.01 0.12
H -5.0402 1.9451 -1.0403 0.00 0.00 0.00 0.13
H -7.2641 2.5833 -1.8950 0.00 0.00 0.00 0.11
H -3.4589 4.1419 -2.1281 0.00 0.00 -0.01 0.11
H -1.6596 5.4510 -0.6430 0.00 0.00 0.01 0.12
H 2.9456 4.1103 1.6919 0.01 0.00 0.00 0.11
H 4.6784 2.1156 1.2535 0.01 0.02 -0.02 0.11
H 5.4835 1.8249 -1.3453 -0.01 0.00 0.01 0.12
H 7.9317 1.5874 -1.1579 0.00 0.00 0.00 0.11
H 8.9033 -0.4092 -0.0679 0.00 0.00 0.00 0.10
H 7.4147 -2.1767 0.8143 0.00 0.00 0.00 0.11
H 4.9627 -1.9448 0.6024 0.00 0.00 -0.01 0.13
H -0.1699 -2.8236 -4.9283 -0.01 0.00 0.00 0.13
H 0.2721 -4.7686 -6.3653 0.00 0.00 0.00 0.11
H 0.7929 -6.9678 -5.3562 0.01 0.00 0.00 0.10
H 0.8900 -7.1899 -2.8922 -0.01 0.00 0.00 0.11
H 0.4522 -5.2450 -1.4580 0.00 0.00 0.02 0.13
H -2.5071 -2.9837 -3.9851 0.02 0.01 0.02 0.12
H -4.0553 -0.8180 -3.9816 0.01 0.02 -0.01 0.12
H 2.6027 -3.4815 -3.2479 -0.01 0.00 0.01 0.11
H 4.5955 -2.0279 -2.2293 0.00 0.00 0.01 0.12
H 2.1582 5.7863 -0.2046 0.00 0.00 0.00 0.12
H 2.1695 7.9811 0.9333 0.00 0.00 0.00 0.10
H 0.5295 8.4559 2.7208 0.00 0.00 0.00 0.10
H -1.1389 6.7422 3.3506 0.00 0.00 0.00 0.11
H -1.1639 4.5533 2.1809 0.00 0.00 -0.01 0.12
O -0.7592 1.7735 2.1441 0.01 0.01 0.01 -0.10
C -0.6949 1.6231 3.3589 -0.02 -0.03 -0.03 -0.20
C -0.0496 0.5736 4.1083 0.01 -0.03 0.02 -0.12
C -0.1396 0.6909 5.4994 -0.02 0.02 0.02 0.04
C 0.4466 -0.2280 6.3279 0.04 -0.04 -0.02 -0.17
C 1.1634 -1.3173 5.7924 0.00 0.05 0.05 0.00
C 1.2695 -1.4589 4.4450 -0.03 0.00 -0.08 0.00
C 0.6582 -0.5395 3.5163 0.01 -0.05 0.11 -0.38
O 0.7500 -0.7492 2.2778 0.08 0.10 -0.20 -0.19
N 0.3253 -0.0828 7.7637 -0.11 -0.09 0.02 -0.37
O 0.8387 -0.9377 8.4688 0.03 0.05 -0.01 0.05
O -0.2947 0.8730 8.2007 0.05 0.02 -0.01 0.05
H -1.1838 2.3807 4.0019 0.01 0.00 0.00 0.13
H -0.6840 1.5182 5.9372 0.00 0.00 -0.01 0.12
H 1.6228 -2.0223 6.4708 -0.01 0.00 0.00 0.12
H 1.8175 -2.2856 4.0113 -0.01 0.00 0.00 0.11
O -2.3532 -4.0969 -1.5283 0.06 -0.04 -0.02 0.17
C -1.6460 -3.6783 -0.6556 -0.04 -0.05 -0.01 -0.43
O -0.4926 -3.0043 -0.8514 0.10 -0.09 0.04 0.04
C -1.9339 -3.8582 0.8019 0.01 0.03 -0.01 -0.10
C -1.9165 -5.1354 1.3489 0.00 -0.01 0.01 0.00
C -2.2324 -5.3251 2.6858 0.00 -0.01 -0.03 -0.04
C -2.5997 -4.2466 3.4747 0.07 0.01 0.05 0.01
C -2.6384 -2.9934 2.8955 0.17 0.07 0.01 -0.12
C -2.2983 -2.7690 1.5767 0.01 -0.01 -0.04 0.06
N -3.0928 -1.8492 3.7090 -0.66 -0.18 -0.09 -0.34
O -3.4072 -0.8362 3.1156 0.31 0.11 0.03 0.08
O -3.2268 -2.0283 4.9001 0.24 0.10 0.05 0.09
H -1.6589 -5.9801 0.7227 0.00 0.00 0.00 0.13
H -2.2046 -6.3188 3.1111 0.00 0.00 0.01 0.11
H -2.8564 -4.3591 4.5178 -0.01 -0.01 -0.02 0.12
H -2.3531 -1.7703 1.1695 0.03 0.03 0.02 0.11
```
Positions in Å, forces in eV/Å.

Properties
E_HOMO ... -7.56 eV
Orbital gap ... 5.37 eV
Energy above the lowest of the compared OMol25 structures with the same formula, charge and spin ... 0.00 kJ/mol
E_LUMO ... -2.19 eV

---

No. 2
Molecular formula: C58H37I4N9S2Sc
Method: DFT, ωB97M-V/def2-TZVPD

```
111
Properties=species:S:1:pos:R:3:forces:R:3:lowdin_charge:R:1
Sc 0.1925 0.1091 0.1813 -0.32 -0.27 -0.60 1.08
I -4.2924 8.1042 4.5921 0.16 0.03 0.12 0.91
C -3.1757 6.5733 3.7599 0.60 -1.33 -0.99 -0.75
C -2.6740 5.4872 4.4965 0.03 0.78 -0.15 -0.13
C -2.0335 4.4084 3.8853 -0.17 -0.10 0.39 -0.04
C -1.9191 4.2950 2.4939 -0.12 -0.38 -0.34 -0.18
C -2.4432 5.3662 1.7623 0.26 0.50 -0.36 -0.06
C -2.9955 6.5062 2.3715 -0.15 -0.33 -0.01 -0.14
C -1.3374 3.0451 1.8208 0.66 -0.73 -0.51 -0.03
C -0.0738 2.5528 2.2827 0.05 0.05 0.59 -0.23
C 0.6976 3.1748 3.3646 0.27 -0.81 0.07 -0.04
C 1.5687 2.2213 3.8540 -1.51 0.46 -0.81 0.01
C 1.3958 1.0113 3.0569 -0.33 0.89 -0.04 -0.20
C 1.9355 -0.2476 3.3963 -0.02 -0.05 -0.62 -0.04
C 2.5427 -0.4435 4.7773 0.11 0.13 0.07 -0.19
C 3.6545 0.2534 5.2869 -0.47 -0.51 0.13 -0.05
C 4.1541 -0.0155 6.5673 1.15 0.74 0.52 -0.14
C 3.5460 -0.9077 7.4706 -0.65 -0.32 -1.95 -0.74
I 4.3195 -1.4047 9.3401 -0.07 0.24 -0.25 0.89
C 2.4290 -1.5979 6.9540 0.17 0.73 -0.31 -0.13
C 1.9524 -1.3648 5.6441 0.44 -0.17 0.88 -0.03
C 1.8466 -1.3855 2.5421 -0.14 -0.38 -1.05 -0.19
N 1.1629 -1.4831 1.3058 0.65 -1.22 0.84 0.01
C 1.3757 -2.8194 0.8427 -0.44 1.08 0.07 -0.20
C 0.8080 -3.4073 -0.3238 -0.45 0.29 0.42 -0.05
C 1.2831 -4.7955 -0.7464 -0.74 0.55 0.47 -0.19
C 0.3526 -5.8067 -0.9858 0.16 -0.57 -0.94 -0.02
C 0.7705 -7.0504 -1.5227 -0.72 0.27 0.32 -0.13
C 2.1131 -7.3384 -1.7083 0.54 1.13 0.31 -0.77
I 2.8011 -9.0818 -2.5690 -0.10 -0.35 -0.09 0.91
C 3.0663 -6.3693 -1.3509 -1.39 0.55 0.23 -0.14
C 2.6270 -5.1238 -0.8831 1.30 -0.01 -0.07 -0.05
C -0.2851 -2.8067 -1.0277 -0.38 1.02 -0.95 -0.19
C -0.8916 -3.2856 -2.2848 -0.24 1.38 0.74 0.01
C -1.9204 -2.4269 -2.5987 0.45 -0.57 1.21 -0.02
C -2.0290 -1.4201 -1.5493 0.91 -0.50 0.26 -0.24
N -0.9407 -1.5949 -0.6798 -0.01 -0.72 -0.25 0.00
C -3.0721 -0.4495 -1.4091 1.07 0.93 0.58 -0.02
C -2.9114 0.7662 -0.6261 0.27 -0.36 0.38 -0.19
C -3.9256 1.7796 -0.4453 1.08 0.43 0.69 0.00
C -3.4388 2.7335 0.4197 -0.30 -0.76 -0.28 0.00
C -2.1084 2.3442 0.8170 -0.08 -0.51 0.05 -0.20
N -1.7969 1.1350 0.1611 -0.07 0.37 -0.12 0.01
C -4.3627 -0.7286 -2.1158 0.07 -0.27 -0.80 -0.16
C -4.8768 -2.0403 -2.1970 -0.83 0.22 0.65 -0.03
C -6.1007 -2.3304 -2.8231 -0.37 0.12 -0.35 -0.11
C -6.8584 -1.3280 -3.4479 1.05 0.30 0.20 -0.71
I -8.6855 -1.6258 -4.4664 0.59 -0.10 0.46 0.86
C -6.3038 -0.0437 -3.4373 -0.83 0.34 0.43 -0.16
C -5.1005 0.2459 -2.8080 0.32 0.04 -0.29 -0.05
C 2.2060 -3.5199 1.7813 0.02 1.09 0.65 0.01
C 2.5196 -2.6445 2.7946 -0.70 -0.17 -0.64 0.01
N 0.5020 1.3020 2.0095 -0.35 -0.25 0.58 0.01
H -2.7456 5.5524 5.5712 -0.03 -0.33 0.14 0.10
H -1.6660 3.6262 4.5474 -0.06 0.04 -0.27 0.12
H -2.4001 5.3394 0.6645 0.05 0.06 0.51 0.12
H -3.3246 7.3288 1.7440 -0.04 -0.15 0.04 0.09
H 0.5780 4.2024 3.7363 -0.01 -0.74 -0.23 0.12
H 2.1586 2.3451 4.7386 0.30 -0.13 0.10 0.10
H 4.1316 1.0114 4.6788 0.19 -0.11 0.00 0.11
H 5.1025 0.5123 6.8486 -1.08 -0.51 -0.10 0.11
H 1.8841 -2.2944 7.5707 0.03 -0.16 0.09 0.09
H 1.1003 -1.9472 5.3315 -0.17 0.01 -0.16 0.12
H -0.7122 -5.5908 -0.8646 0.36 -0.24 0.02 0.12
H 0.0238 -7.7955 -1.8084 0.18 0.27 0.21 0.10
H 4.1186 -6.5270 -1.4543 0.38 -0.24 -0.07 0.09
H 3.4220 -4.4048 -0.6306 -0.60 -0.14 -0.19 0.12
H -0.5655 -4.1009 -2.9072 0.10 -0.16 0.18 0.11
H -2.5659 -2.5442 -3.4443 -0.22 0.15 -0.21 0.11
H -4.8796 1.7991 -0.9093 -0.56 -0.11 -0.06 0.09
H -4.0055 3.5639 0.8247 0.20 -0.12 -0.17 0.11
H -4.4344 -2.8357 -1.6036 0.18 0.10 -0.26 0.12
H -6.5121 -3.3377 -2.8114 0.31 0.09 0.11 0.10
H -6.9096 0.8030 -3.7659 0.33 -0.29 -0.42 0.10
H -4.7149 1.2562 -2.9508 -0.04 -0.23 0.31 0.10
H 2.4522 -4.5645 1.7527 0.16 -0.08 -0.18 0.12
H 3.1328 -2.8598 3.6494 0.01 0.01 0.17 0.11
N 4.3724 1.0011 -0.7720 0.05 -0.16 -0.35 0.17
C 4.5762 -0.2369 -1.3698 -1.80 -0.63 -0.95 -0.15
C 5.6833 -0.7860 -2.0431 -0.15 0.72 0.04 -0.02
C 5.4430 -1.9126 -2.8254 -0.50 -0.48 0.34 -0.08
C 4.1530 -2.4641 -2.9912 -0.55 0.54 0.65 -0.07
C 3.0269 -1.8649 -2.3993 0.02 0.36 0.81 -0.01
C 3.2323 -0.7664 -1.5290 0.76 0.41 -0.22 -0.15
N 2.2750 0.1711 -0.9517 1.86 -0.17 -0.87 0.05
C 3.0348 1.2171 -0.6653 -0.45 -0.19 0.59 -0.29
C 2.5842 2.5349 -0.2081 -1.13 0.67 1.12 -0.31
C 3.3130 3.2139 0.7248 -0.08 0.27 0.34 -0.34
S 2.5820 4.7442 1.1185 -0.07 -0.96 -1.71 1.04
C 1.3593 4.3729 -0.1124 -0.10 -0.32 0.78 -0.42
N 1.3555 3.1586 -0.5893 2.12 0.38 -0.18 0.06
H 5.0824 1.6850 -0.5490 -0.19 -0.08 -0.27 0.17
H 6.6446 -0.2276 -2.0776 -0.69 -0.76 0.23 0.12
H 6.2450 -2.4479 -3.3150 0.20 0.33 -0.06 0.10
H 4.0123 -3.3727 -3.5823 0.12 0.44 0.06 0.11
H 1.9904 -2.1918 -2.5731 0.67 -0.02 -0.05 0.11
H 4.2020 2.8187 1.2360 -0.55 0.46 -0.21 0.10
H 0.6355 5.1456 -0.4023 0.15 -0.52 0.39 0.09
C -1.7843 0.0045 -5.5766 -1.04 -0.50 -0.47 -0.04
N -1.8180 1.2976 -4.9406 0.18 0.72 0.72 -0.11
C -2.7261 2.3596 -5.2149 1.53 -1.43 0.68 -0.03
C -2.4233 3.3115 -4.3295 -0.75 0.96 -0.15 -0.11
N -1.4258 2.8873 -3.5161 1.24 -1.10 0.49 0.07
C -1.0080 1.6162 -3.8741 -1.49 1.01 -0.32 -0.75
S 0.1731 0.7188 -3.1036 0.24 -0.21 0.14 0.66
H -1.6706 0.0929 -6.6713 0.15 0.03 0.53 0.10
H -2.7497 -0.5165 -5.3864 0.58 0.24 -0.08 0.10
H -0.9794 -0.5716 -5.1275 0.05 0.03 -0.13 0.05
H -3.4700 2.2783 -5.9635 -0.33 0.06 -0.54 0.12
H -2.8139 4.2998 -4.2544 -0.30 0.32 0.13 0.12
H -1.0456 3.3648 -2.6982 -0.14 -0.32 -0.57 0.15
```
Positions in Å, forces in eV/Å.

Properties
E_HOMO ... -9.18 eV
Charge ... +1
Orbital gap ... 5.32 eV
Energy above the lowest of the compared OMol25 structures with the same formula, charge and spin ... 173.18 kJ/mol
E_LUMO ... -3.86 eV

---

Question: Look up the E_LUMO of the second one.
Answer: -3.86 eV

---

Question: Which of these has the lowest E_LUMO?
Answer: C58H37I4N9S2Sc

---

Question: Look up the E_LUMO of the first one.
Answer: -2.19 eV